The following is a quantum chemistry calculation of a 10-piece molecular cluster, C64H52ClF3NO23P overall in a non-equilibrium geometry, from OMol25.

Results
maximum force = 9.931 eV/A
Kohn-Sham gap = 6.5 eV
SMILES = CCCOC[C@@]1(P(N)O)OC(=O)O[C@@]1(Cl)CCC(F)(F)F.O=C1C=CC(=O)C=C1.O=C1C=CC(=O)C=C1.O=C1C=CC(=O)C=C1.O=C1C=CC(=O)C=C1.O=C1C=CC(=O)C=C1.O=C1C=CC(=O)C=C1.O=C1C=CC(=O)C=C1.O=C1C=CC(=O)C=C1.O=C1C=CC(=O)C=C1

```
! wB97M-V def2-TZVPD RIJCOSX def2/J DEFGRID3
* xyz 0 1
C -5.4140 5.9033 -1.2948
C -7.1299 7.5193 -1.9711
C 7.4270 1.3935 -2.7853
C -3.3309 1.0252 1.2810
O -2.4034 0.7832 0.1652
O -3.0746 -5.2743 -10.8720
C 1.5118 -2.8043 4.4519
F -4.8866 4.9764 3.5171
C -1.8334 5.1978 0.9176
C -1.3390 -5.1937 -7.9828
C -5.0646 7.1570 -3.3743
H -3.2078 -6.1769 -7.7705
C 1.1625 -4.0580 6.5314
H -1.3777 6.2018 1.3741
C -2.1716 -6.0671 -5.8480
C 1.1420 6.4204 8.2668
C 0.1813 5.7923 8.9515
F -3.6092 6.9982 3.0673
C -2.2997 -5.8218 -7.2980
O 1.3972 5.4603 -1.6237
C -3.3068 4.9037 1.5640
C -6.0454 -7.1393 -10.2784
C -0.7227 2.7865 -0.1074
H 2.3110 -2.6307 0.5379
C 2.3187 -4.6897 1.2743
C -6.3468 7.8609 -3.1752
H -1.4075 1.0003 12.3438
O 8.4576 3.4033 -2.1141
O 0.5120 4.6647 0.6411
F -2.5726 5.0727 4.0902
C 5.1385 2.3561 -1.3768
C -2.8913 -0.0413 3.6891
H 6.2972 -0.3377 -3.2656
H -3.6351 3.7816 1.5882
C 1.8669 -3.9884 -1.0317
C 2.1253 -6.0976 0.8741
C -0.1197 -3.3541 6.7305
C 5.1091 1.0491 -2.0628
H 9.1766 -4.1082 -3.6838
C 0.5917 4.7144 -0.8570
C -1.0482 5.3155 8.2876
C 0.5008 0.5013 11.4014
C -1.1109 -0.6928 9.3484
H -5.0598 -8.3997 -13.3778
C -2.1093 2.0467 -0.5743
H 11.0480 -3.6252 -5.2557
C -1.1763 5.5608 6.8375
C -5.0107 -7.7851 -12.4869
H 1.3995 -0.0515 1.4813
P 0.6803 1.4983 -0.1548
C 1.9456 -3.7163 5.3273
H -4.0951 5.4567 0.8577
H 2.1969 -0.1569 10.1884
H -3.2242 -6.7593 -12.9956
H 2.2397 -6.8412 1.6534
H -0.8643 -5.7776 -4.1200
H -2.9040 1.0767 4.0359
H 1.6813 -7.4553 -0.6955
O 2.2448 2.2011 0.2824
H -3.0526 2.7672 -0.6200
C 7.7324 -1.5184 -5.5194
C 7.4564 2.7005 -2.0993
C -0.9736 0.5169 11.4770
C 8.7363 -1.2594 -6.3628
O 2.5950 -4.3893 2.4275
H 2.0501 6.7755 8.7392
H -7.2594 6.3450 -0.2080
C -4.0258 -6.9052 -12.2818
H -1.4168 -5.0065 -9.0468
H 6.7985 -0.9700 -5.5474
O 1.3972 -5.6968 -2.5850
H -1.9386 1.7017 -1.7040
O 4.1079 0.3462 -2.0479
C -3.6526 -0.2791 2.2195
Cl -0.2942 3.2787 2.6943
H 8.6699 -0.4870 -7.1193
H -3.4458 -0.6529 4.5505
H -2.8071 -0.0345 10.5614
H -0.1827 0.5646 1.8629
H 2.5500 1.7758 1.1447
C 0.3635 -0.7084 9.2728
H -4.3080 1.5645 0.8566
C 2.1667 -3.6590 0.2285
H -1.4912 -1.9160 5.9865
C 0.2296 -2.1004 4.6510
C -0.7544 3.9612 1.0350
O 6.9281 -2.8120 -3.7216
H -6.8470 -7.2852 -9.5646
C 10.1140 -3.0769 -5.2837
H 8.3337 1.0969 -3.2983
O -1.9261 4.7389 8.9147
C 6.2311 3.1257 -1.3942
C 1.0139 6.6657 6.8167
C 1.6735 -5.3963 -1.4318
H -4.8145 -0.2310 2.4813
O 10.9183 -1.7833 -7.0816
C -4.6309 6.2449 -2.4989
C 1.1143 -0.1531 10.2290
C -3.9775 -6.0780 -11.0598
C -1.7244 -0.0383 10.5208
O -0.1691 -1.2669 3.8493
H -0.6829 -3.6163 7.6182
C -0.9421 -5.5903 -5.1840
C -5.0606 -6.2593 -10.0733
N 0.4569 0.2161 1.1165
O -0.4087 3.6762 -1.2752
H 4.2318 2.6527 -0.8637
H -2.7860 1.8164 1.9902
O -1.7973 -1.2030 8.4737
H -2.0843 5.2057 6.3651
O 1.8918 7.2422 6.1896
H -5.0115 -5.6447 -9.1824
C 6.3344 0.6239 -2.7678
H -2.0209 5.4556 -0.2330
H -4.5014 7.4192 -4.2619
H 2.8833 -4.2423 5.1959
C -6.0937 -7.9664 -11.5004
C -6.6962 6.6072 -1.0957
H 0.7974 -1.1917 8.4060
C 0.0186 -4.9622 -5.8688
H -0.2934 6.3761 5.0888
O -6.9966 -8.7702 -11.6882
O -5.0153 5.0698 -0.4930
C -0.1095 -4.7169 -7.3188
H 6.2683 4.0873 -0.8965
H 1.7526 -3.2449 -1.8110
O 1.5612 -4.8915 7.3332
O -6.7455 8.6944 -3.9770
H -1.7756 -0.3788 3.5401
O 0.7684 -4.1404 -7.9460
H 0.2591 5.6050 10.0155
C 10.0007 -2.0198 -6.3079
C -0.5535 -2.4420 5.8551
O -3.0495 -6.6437 -5.2209
C -0.2156 6.1889 6.1528
H 2.0750 -2.5421 3.5643
C -3.5480 5.5144 3.0680
O 1.1872 1.0116 12.2761
C 9.1101 -3.3359 -4.4403
C 7.8457 -2.5755 -4.4952
C 1.8256 -6.4271 -0.3860
H -3.4035 -1.3162 1.7367
H -8.0676 8.0452 -1.8397
H -3.6932 5.7190 -2.6303
H 0.9266 -4.6071 -5.3964
*
```

The following is a quantum chemistry calculation of C18H14AsF8I2N3OV as an isolated structure, from OMol25.

Results
maximum force = 0.440 eV/A
Kohn-Sham gap (spin up / spin down) = 5.8 / 6.5 eV
relative energy (zero: lowest compared OMol25 entry of this formula, charge and spin) = 2.7 kcal/mol

```
! wB97M-V def2-TZVPD RIJCOSX def2/J DEFGRID3
* xyz 2 2
C -2.9748 -3.2387 0.1072
H -1.5257 1.5685 -0.3089
C -0.2083 -0.1160 2.5561
C 0.8253 3.8853 0.4337
C -0.9362 -2.2355 -0.6043
F -1.8838 -4.7751 -2.9346
F 1.5337 -1.3205 -1.8945
C -2.1778 -0.6980 3.7489
C -2.5879 -1.4474 2.6589
F -3.9770 -3.3600 0.9732
I 2.2146 -2.2494 1.0310
H 4.4054 -3.3754 0.1085
C -1.9644 -2.3229 0.3453
N 0.4761 1.1769 0.0494
As 0.9812 -0.1067 -3.4245
I 4.9418 -0.9219 -0.8260
H 2.8763 3.3985 0.8148
F -0.3381 0.0688 -2.1265
O 2.0233 5.6059 1.4789
H -3.5223 -1.9848 2.6797
C -0.5684 2.0093 -0.0615
H 0.7390 0.4000 2.4821
H -0.3387 6.0338 -0.5797
H -0.0882 -3.0449 -2.4485
H -3.7731 -4.7810 -1.1604
F 0.1038 -1.4434 -3.9693
N 0.2688 6.2543 0.1897
C -0.9586 -0.0336 3.7065
C -0.8768 -3.0645 -1.7146
F 2.3786 -0.5799 -4.2182
C 1.6937 1.6683 0.3534
H 3.3060 -3.0053 -1.2754
H 0.4686 7.2293 0.3551
C 1.1067 5.3484 0.7350
C -1.9167 -3.9739 -1.8833
V 0.4336 -0.8194 -0.3976
H -1.3040 3.9982 0.0502
C 1.9014 3.0113 0.5520
C -0.4284 3.3682 0.1260
C 3.8006 -2.6263 -0.3904
H -0.5953 0.5423 4.5451
C -2.9748 -4.0680 -1.0035
F 1.8209 1.0460 -2.4833
N -0.6030 -0.8306 1.4853
H -2.8022 -0.6432 4.6308
F 0.2811 1.0076 -4.4477
C -1.7690 -1.5137 1.5432
H 2.5132 0.9590 0.4127
*
```

The following is a quantum chemistry calculation of C15H8Br2CoF6NO2Te as an isolated structure, from OMol25.

Results
maximum force = 0.269 eV/A
Kohn-Sham gap (spin up / spin down) = 7.6 / 5.5 eV
relative energy (zero: lowest compared OMol25 entry of this formula, charge and spin) = 15.5 kcal/mol

```
! wB97M-V def2-TZVPD RIJCOSX def2/J DEFGRID3
* xyz 0 5
H 2.0018 -0.1103 -2.5865
H 4.4490 0.3828 -2.2336
N 1.6684 -0.4801 -0.6110
C -3.0838 -0.9456 -1.7655
H -5.0732 -1.2509 -2.5537
H 5.3782 0.2706 0.0633
F -2.5009 2.9369 -0.5807
C 2.1505 -0.5303 0.6310
F -0.1605 4.0218 -0.3664
C 1.6102 -0.9260 3.0062
Te -0.8069 2.6589 -1.4278
H -2.5797 -1.0196 -2.7177
C 2.4662 -0.1588 -1.6098
O -0.2632 1.3484 -0.1889
Br 0.3786 -1.3338 4.3324
H -4.8668 -0.6571 1.6660
Br 5.6215 -0.0345 2.8395
F -0.3640 -0.8702 -2.4166
C -2.3571 -0.7279 -0.6059
F -6.4020 -1.0967 -0.3534
C 3.4844 -0.2748 0.9468
C -4.3479 -0.7422 0.7212
H 3.2571 -0.7249 4.3461
C 3.8562 -0.3590 2.3289
C 2.9347 -0.6767 3.3158
C -4.4645 -1.0755 -1.6772
O -0.0339 -1.0557 1.3074
H -2.3915 -0.4198 1.5270
C 4.3348 0.0570 -0.1226
Co -0.4478 -0.5310 -0.6459
C 1.1486 -0.8583 1.6444
F -1.3042 3.9902 -2.7150
C 3.8219 0.1160 -1.3954
C -5.0625 -0.9716 -0.4375
C -2.9679 -0.6146 0.6325
F 0.9162 2.6638 -2.2973
*
```

The following is a quantum chemistry calculation of a 5-piece molecular cluster, C36H76N5O7 overall in a non-equilibrium geometry, from OMol25.

Results
maximum force = 3.885 eV/A
Kohn-Sham gap = 5.7 eV
relative energy (zero: lowest compared OMol25 entry of this formula, charge and spin) = 137.8 kcal/mol

```
! wB97M-V def2-TZVPD RIJCOSX def2/J DEFGRID3
* xyz -1 1
H 3.8174 -2.3814 6.0174
C 4.2600 -4.6258 4.6386
H -3.8554 8.0734 3.1616
H -1.3918 -5.4935 -6.5238
H 0.9879 -7.8481 5.7867
C 2.1512 -6.1116 6.3275
H 0.0319 7.1770 7.5116
C -1.1717 7.7827 3.5920
C 1.1159 -6.7918 5.5502
C 3.6341 -6.6797 6.0983
N -4.0080 -6.2792 -4.5899
H -1.1195 6.2131 6.1704
H -0.2563 8.3718 3.6486
H -1.7307 -8.7870 -3.0324
H -1.7993 -6.4662 -2.9904
C 4.1662 4.4580 -8.0649
C -2.3977 -4.6105 -4.3807
O -1.0533 1.0383 0.7935
H -5.6291 -9.0296 -6.0184
H 0.3516 8.9281 7.8138
C 2.6645 3.8518 -5.4897
C -2.5876 -5.9627 -4.8706
H -0.7005 10.0781 5.4223
H 1.2286 5.3433 -4.9957
C -2.2572 7.9126 8.4997
H 5.3929 3.4177 -6.6337
H 2.4661 3.9041 -10.1875
H 2.3406 1.8353 -4.5135
O -2.0781 6.1638 6.1539
H -6.6211 -7.0300 -4.3582
C -0.1947 8.2007 7.2134
H 1.9079 4.4574 -3.4853
H -2.3171 10.2976 3.7358
H -1.8216 11.4615 5.5986
H -1.8294 -8.9518 -4.8691
C -4.5575 -7.7000 -4.5840
H -1.4154 10.4182 7.7696
C 3.1582 -2.5326 5.1626
H 1.2736 -6.8306 4.4724
H 0.8915 -6.1299 8.1272
H 4.5505 4.8245 -4.7380
H 1.7773 5.1770 -9.0415
H -3.8623 -8.4322 -2.6790
N 2.0545 3.7427 -6.8219
H -4.0208 -8.5353 -6.4758
H 0.7195 3.8088 -4.4433
H 4.9898 -4.2232 5.3410
H -0.7400 -6.7297 -4.2430
N -2.2863 7.5997 6.0457
H 4.4664 -6.3658 6.7283
H 3.5756 1.4308 -7.6368
H 0.1661 -6.2572 5.5517
C 1.8342 -6.5507 7.7775
H 2.7205 -6.2730 8.3480
C -1.7885 -6.8925 -3.9935
H 2.1151 -3.5462 2.8165
H 0.3807 8.3254 6.2961
C 2.8455 -4.0388 4.8993
H -3.8052 -9.6104 -4.0389
H -1.6572 -7.2663 -6.3932
C 1.6089 4.4325 -4.5332
C -2.0505 9.8406 7.0979
H 3.5700 2.9538 -3.8881
C -2.5663 9.7091 4.6188
O -2.8691 0.0822 0.5151
C 3.9501 4.6970 -5.6387
N -2.0942 0.6131 1.2675
H 1.7162 -3.4153 7.3709
H 2.2868 -1.9151 5.3808
C 4.9596 4.4071 -6.7804
H 4.8928 4.0331 -8.7574
H 2.0559 -5.2684 3.0598
H 3.9117 5.3900 -8.5696
H -3.4499 6.4482 3.7668
H -4.3894 7.5301 4.7747
C -2.1282 -8.4071 -3.9735
H -2.7640 -4.6447 -3.3547
H -3.5678 9.9662 4.9638
C 1.9735 -4.3130 3.5780
H -5.6348 -6.8797 -2.8861
H -2.8711 -6.2114 -7.0638
H -1.3374 -4.3668 -4.3143
C 4.2384 -6.1310 4.7133
C -1.7064 10.3834 5.7106
C 3.2472 2.1369 -8.3995
C -4.9435 -8.1822 -6.0154
H -1.9629 6.8763 8.6660
H -3.3465 7.9487 8.4924
C 2.8650 3.6110 -8.0978
C -3.5818 7.4942 4.0435
H -2.8944 -3.8256 -4.9510
H 3.9273 2.0870 -9.2499
C -3.6169 -8.5821 -3.7304
H -0.8404 6.7483 3.6834
H 5.2263 -6.5865 4.6449
H 3.5363 5.6938 -5.7919
H -6.2525 -8.4133 -3.5479
H 0.9335 -4.1014 3.8263
C -2.3339 8.1732 4.6586
H 2.2514 1.7272 -8.5685
H 3.6635 -7.7632 5.9826
H 5.6792 5.1978 -6.9926
C -1.6806 8.3438 7.2189
H 4.4978 -4.2780 3.6333
H 1.0719 2.1228 -6.7497
C -5.7905 -7.4580 -3.7969
C 3.1220 2.5421 -4.7925
H -5.5207 -7.4815 -6.6187
O -2.3471 0.5401 2.4893
O 0.8587 3.0569 -6.8091
H 1.0617 3.6409 -9.3364
H 3.9980 2.0218 -5.1800
H -1.5137 7.7729 2.5571
H -3.1080 9.9820 7.3211
C -2.1087 -6.2799 -6.2877
H -1.8207 8.4217 9.3590
C 2.0280 4.1306 -9.2155
H 3.5528 -1.9974 4.2989
H -4.6690 -5.4963 -6.1921
N 2.2969 -4.6837 6.1097
H 1.7527 -7.6237 7.9512
H 3.5750 -6.5607 3.9627
O 1.2683 -3.8843 6.6631
O -4.8985 -5.3359 -5.2738
*
```

The following is a quantum chemistry calculation of C39H39CoN9O2Si as an isolated structure in a non-equilibrium geometry, from OMol25.

Results
maximum force = 1.002 eV/A
Kohn-Sham gap (spin up / spin down) = 7.0 / 7.6 eV
relative energy (zero: lowest compared OMol25 entry of this formula, charge and spin) = 25.2 kcal/mol

```
! wB97M-V def2-TZVPD RIJCOSX def2/J DEFGRID3
* xyz 1 5
N 0.7060 -0.6604 -0.9909
H -5.0788 2.9114 -2.1167
C -3.8238 3.4962 -0.3933
C -1.1226 3.1119 5.4324
H -0.4015 -0.2802 4.3478
H -0.8757 3.7748 6.2535
C -2.6527 2.6018 -0.0608
C -0.7052 4.2166 -1.9739
C -3.3416 -2.9585 1.1207
H 0.1247 -2.6529 -1.1255
H -4.6338 -3.7648 -2.5913
C -0.2472 2.9853 4.3574
C 0.3495 -4.1109 3.9112
C 0.6899 -3.8729 -3.4014
C 0.0109 -3.5784 5.1395
C -1.4866 -3.6340 -4.0236
H 1.7062 -0.5987 -2.8741
H 1.8484 -2.4440 -0.8061
C -0.5454 2.1527 3.2766
N 0.1025 1.4125 -3.9751
H 2.0173 0.2834 3.0461
C -0.2920 2.7378 -3.8349
Si 0.6979 2.0515 1.8495
C -1.0631 -3.5521 -5.3487
H -1.7797 -3.4326 -6.1523
H 1.5399 4.2914 2.2750
H 0.5556 -5.1680 3.7894
C 0.6089 -2.1964 0.8943
H 2.7144 1.9076 3.2116
H 0.6837 -3.5718 -6.6122
C -0.8149 4.9907 -4.2785
O -4.2935 0.3131 -1.9818
C -2.3074 2.3929 5.4531
C -4.7568 2.5482 -1.1437
C -0.8995 5.2258 -2.8983
C 0.7087 -0.4830 -2.4419
C -1.7432 1.4327 3.3268
C -3.5736 -3.5264 -2.5746
C 2.2404 1.2049 2.5133
C -2.6143 1.5400 4.3991
C -0.5049 3.7400 -4.7730
C -3.9327 1.2699 -1.3229
C 0.4111 -3.2220 2.8446
H -0.9823 5.8099 -4.9678
H -3.7337 -3.3485 2.0515
H 0.2965 0.9374 -4.8401
C -3.1157 -3.0211 -1.2673
H -0.0474 -4.2278 6.0048
H -1.9245 -1.4171 -2.0464
C -2.9304 -3.6727 -3.7308
H 1.4650 -0.1142 -0.5910
C -2.3168 -1.8873 -1.1532
H -1.1167 6.2281 -2.5486
C -0.2545 -2.2093 5.2901
H 2.9663 0.9818 1.7215
H -5.6517 2.2924 -0.5769
N 0.7125 -3.4031 1.5044
C 0.8520 -2.0517 -0.5744
C 0.1401 -1.8569 2.9694
C 1.2500 3.7666 1.3568
H -3.5310 0.9589 4.4174
N -0.1193 1.7316 -1.7945
C 0.1996 0.8858 -2.7372
H 2.1207 3.7367 0.6935
N -2.0393 -1.2997 0.0062
H -4.2405 3.9344 0.5114
N 0.2717 -1.2370 1.7146
H -0.5067 -1.8251 6.2707
H -2.3492 -1.3075 2.0552
H 0.0743 -1.2422 -2.8942
C -3.6309 -3.5569 -0.0952
N 1.1897 -3.8121 -4.6291
C -0.4162 2.9394 -2.4575
H -3.4580 4.3094 -1.0209
H -2.0089 0.7701 2.5128
H 0.6833 3.5461 4.3692
H 0.4579 4.3434 0.8735
H 1.4103 -4.0215 -2.5995
H -2.9929 2.4941 6.2855
H -3.5369 -3.9399 -4.5905
Co -0.8637 0.6220 0.0525
C -2.5606 -1.8233 1.1252
N -2.7433 1.3846 -0.6256
H -4.2594 -4.4399 -0.1405
C 0.2917 -3.6348 -5.6025
N -0.5874 -3.7674 -3.0374
H 0.9664 -4.2697 1.0622
O -1.6610 2.8925 0.6304
C -0.1946 -1.3353 4.2207
H -0.4225 3.5559 -5.8375
H -0.7851 4.3997 -0.9132
*
```

The following is a quantum chemistry calculation of C4H9NO as an isolated structure, from OMol25.

Results
maximum force = 0.376 eV/A
Kohn-Sham gap = 8.9 eV
relative energy (zero: lowest compared OMol25 entry of this formula, charge and spin) = 130.7 kcal/mol

```
! wB97M-V def2-TZVPD RIJCOSX def2/J DEFGRID3
* xyz 0 1
H 0.8899 -1.4275 -0.7239
H -1.9157 -0.8963 0.6430
H 0.4022 -1.3196 0.9713
H -3.1871 0.3030 0.5254
C 0.3065 -0.8261 -0.0081
C -1.1259 -0.9444 -0.5029
C -2.1029 0.2756 0.4102
H -1.5298 0.8945 1.0965
C 2.2268 0.5246 -0.0773
O 0.8244 0.4911 0.0385
H 2.7203 0.0765 0.7981
H -0.9239 0.9965 -1.0399
H 2.5575 -0.0191 -0.9757
H 2.5311 1.5703 -0.1627
N -1.6736 0.3007 -0.9924
*
```

The following is a quantum chemistry calculation of C4H7IrO3 as an isolated structure in a non-equilibrium geometry, from OMol25.

Results
maximum force = 3.320 eV/A
Kohn-Sham gap (spin up / spin down) = 8.6 / 8.2 eV
relative energy (zero: lowest compared OMol25 entry of this formula, charge and spin) = 0.0 kcal/mol

```
! wB97M-V def2-TZVPD RIJCOSX def2/J DEFGRID3
* xyz 1 6
H -0.3543 -1.7020 -2.8612
Ir -1.8100 -0.9065 1.3676
O -0.9115 -1.0206 -0.4184
H 0.7705 -0.5955 -3.7241
H 0.5635 2.2027 1.6395
H 0.9038 -0.6728 2.3585
C 0.0601 -0.6879 -2.8988
H -0.7475 0.0456 -3.0033
H -1.2579 1.3164 2.1884
H 0.3694 1.4871 3.2889
C 0.2043 -0.5206 -0.5604
C 0.1194 1.3852 2.2262
C 0.3692 0.0471 1.7308
O 0.8146 -0.4221 -1.7136
O 0.9064 0.0437 0.3798
*
```